# 1
DFT (wB97M-V/def2-TZVPD) results for C7H10F2 in the gas phase.

Geometry as XYZ:
```
19
Properties=species:S:1:pos:R:3:forces:R:3:nbo_charge:R:1
C -2.0517 0.3394 1.9920 2.0 -2.8 -2.2 -0.674
C -2.4655 0.1053 0.5113 4.8 -0.4 0.9 0.442
F -3.7309 0.3197 0.3318 -1.9 0.3 -1.0 -0.312
C -1.5948 -0.2498 -0.4949 0.3 0.2 1.5 -0.308
C -0.1047 -0.6400 -0.5348 0.0 -0.2 -0.3 -0.262
C 1.0809 -0.0814 -1.3414 -0.5 -1.3 0.7 -0.273
C 2.2607 0.5431 -0.6994 1.8 1.0 -1.6 -0.600
C 0.7676 -1.5243 -1.5606 -1.3 0.1 0.3 0.208
F 1.6307 -2.4089 -0.8622 -1.1 0.6 -1.2 -0.365
H -1.0024 -0.1619 2.0388 -1.8 1.0 0.4 0.215
H -2.7264 -0.1560 2.6597 -0.4 -0.5 0.3 0.222
H -1.9846 1.3410 2.2924 0.1 1.6 0.0 0.223
H -1.9561 -0.2914 -1.4588 -1.5 0.0 -2.0 0.201
H 0.2237 -0.9002 0.4473 0.5 -0.2 0.5 0.216
H 0.9331 0.5241 -2.1643 -1.3 0.8 -2.0 0.215
H 3.2730 0.2816 -1.1742 -1.6 0.4 0.0 0.217
H 2.4442 0.2185 0.2844 -0.2 0.2 1.6 0.216
H 2.0479 1.6510 -0.8931 0.9 -1.3 1.2 0.219
H 0.3483 -1.8985 -2.6181 1.2 0.6 2.7 0.199
```
Positions in Å, forces in eV/Å.

=====

# 2
DFT (wB97M-V/def2-TZVPD) results for 2 unconnected molecules or ions with the total composition C7H10F2.

Geometry as XYZ:
```
19
Properties=species:S:1:pos:R:3:forces:R:3:nbo_charge:R:1
C -2.0077 -0.8225 -0.7556 -0.3 -2.7 0.4 -0.649
C -0.7306 -1.6051 -1.1544 -0.8 1.3 1.5 -0.354
C 0.0388 -2.1944 -0.2732 -1.8 -0.1 0.2 0.740
F 1.1211 -2.8844 -0.5403 0.3 -0.1 0.3 -0.302
F -0.3234 -2.2549 1.0004 0.8 -0.4 0.6 -0.323
H -2.8618 -1.4754 -1.1163 0.6 1.0 0.3 0.223
H -2.0361 -0.9060 0.3587 -0.2 0.5 -0.9 0.231
H -2.1700 0.2050 -1.0882 0.5 -0.3 -0.2 0.228
H -0.2824 -1.6724 -2.0779 0.3 0.3 -2.4 0.218
C 0.6343 2.3161 1.3741 -1.0 -1.2 -0.3 -0.632
C 0.3839 1.1851 0.3185 4.7 1.3 1.3 -0.241
C 1.6018 1.0183 -0.6076 -2.3 -1.1 0.7 -0.197
C 1.4203 0.0811 0.2508 1.0 0.0 1.2 -0.190
H 1.6370 2.1419 1.8742 -1.1 0.8 -0.9 0.215
H -0.1444 2.1043 2.1160 0.2 0.6 0.4 0.200
H 0.4140 3.3165 0.9032 0.7 -0.9 0.7 0.210
H -0.5889 0.9129 0.1499 -2.2 -0.3 -0.9 0.186
H 2.0088 1.2986 -1.5083 1.0 0.8 -1.6 0.213
H 1.8853 -0.7647 0.7761 -0.5 0.5 -0.4 0.224
```
Positions in Å, forces in eV/Å.

=====

# 3
DFT (wB97M-V/def2-TZVPD) results for a molecular structure, C7H10F2KNO10S2.

Geometry as XYZ:
```
33
Properties=species:S:1:pos:R:3:forces:R:3:nbo_charge:R:1
K -7.8868 3.5746 11.2037 0.3 -0.3 -0.1 0.979
N -4.4788 1.6829 13.3248 0.2 3.9 0.1 -1.059
S -4.8703 0.8305 12.1502 -2.8 -7.4 -3.4 2.394
O -3.7069 0.3167 11.4581 -1.8 0.8 -0.6 -0.882
O -6.1710 1.1794 11.4677 3.2 -0.4 1.0 -0.963
F -5.3054 -0.4915 12.9500 -0.3 0.6 0.1 -0.507
S -4.2201 3.0089 12.3971 3.5 5.5 1.7 2.356
O -5.3868 3.8308 12.0546 1.0 -1.5 0.1 -0.970
O -3.0565 3.0380 11.4993 -2.9 -0.7 1.2 -0.850
F -3.6103 3.8739 13.6225 -0.6 -0.4 -0.3 -0.508
C -7.1567 9.4471 11.0354 -0.6 -0.9 0.2 -0.093
C -8.4706 9.7564 10.2332 1.9 -0.5 1.1 -0.100
O -8.9256 8.4371 9.8718 0.6 -1.4 -0.2 -0.497
C -8.2040 7.4207 10.5069 0.9 1.0 0.8 1.008
O -8.3499 6.2127 10.4656 -0.3 2.6 -0.4 -0.629
O -7.2266 8.0174 11.2848 -1.0 -0.2 -0.6 -0.490
H -7.0059 10.0064 11.9587 -0.3 -0.3 0.1 0.210
H -6.2720 9.6056 10.4186 -0.1 0.0 -0.1 0.189
H -7.9754 10.3825 9.4911 -1.3 -0.3 -1.2 0.204
H -9.2961 10.2729 10.7231 0.3 -0.1 0.2 0.203
C -14.0810 3.7732 11.4345 -1.2 -0.7 -0.6 -0.638
C -13.1990 2.5387 11.3513 0.9 1.2 0.2 0.077
C -13.4273 1.5946 10.1735 -1.4 -0.8 0.6 -0.100
O -12.2967 1.6446 9.3318 1.9 0.5 0.4 -0.472
C -11.2584 2.2754 9.9821 0.1 1.2 0.3 0.996
O -10.0814 2.3714 9.6215 -3.9 -0.3 1.4 -0.603
O -11.8345 2.9274 11.1197 2.2 -1.0 -1.3 -0.518
H -14.0245 4.5751 12.1705 1.3 -0.3 0.1 0.243
H -15.0316 3.3402 11.7456 -0.6 0.0 -0.6 0.217
H -14.1545 4.1977 10.4332 -0.2 0.2 0.1 0.216
H -13.2658 1.9906 12.2911 0.3 0.0 0.0 0.190
H -14.3441 1.7454 9.6035 0.2 0.5 -0.2 0.207
H -13.5479 0.6012 10.6056 0.3 -0.3 -0.3 0.192
```
Positions in Å, forces in eV/Å.

=====

# 4
DFT (wB97M-V/def2-TZVPD) results for C7H10FOP in the gas phase.

Geometry as XYZ:
```
20
Properties=species:S:1:pos:R:3:forces:R:3:nbo_charge:R:1
C -3.8179 -0.4713 1.0822 0.3 0.0 -0.2 -0.206
C -2.7262 -0.5246 0.5624 -0.5 0.0 0.2 -0.081
C -1.1184 -0.1620 -1.3454 0.3 0.1 -0.3 -0.459
C 0.3087 0.4043 -1.4721 -0.1 0.5 0.4 -0.708
C -1.4628 -0.5870 0.0262 0.5 0.4 0.2 -0.178
C -0.7237 1.9924 0.6394 -0.4 -0.1 0.1 -0.094
C 2.4674 -0.1325 1.1917 0.2 0.0 0.0 -0.243
O 1.2148 0.5136 1.1143 -0.4 0.0 0.1 -0.809
F -1.5640 2.7568 -0.0921 0.0 -0.1 -0.2 -0.347
P 0.8392 1.5873 -0.0868 0.6 -0.7 -0.6 1.045
H -4.7584 -0.4150 1.5414 -0.5 0.0 0.2 0.229
H -1.8559 0.5532 -1.7126 0.0 0.0 0.0 0.226
H -1.1326 -1.0340 -2.0127 -0.2 0.0 0.0 0.227
H 1.0426 -0.4105 -1.4418 0.0 0.2 0.0 0.226
H 0.4219 0.9073 -2.4374 0.1 -0.1 0.1 0.235
H -0.7178 -1.1490 0.5704 0.1 0.0 0.1 0.219
H -0.7944 2.2261 1.6956 0.0 -0.2 0.1 0.176
H 2.9041 -0.3123 0.2054 0.0 0.0 0.0 0.171
H 2.2961 -1.0941 1.6806 0.1 0.1 0.0 0.191
H 3.1671 0.4545 1.7911 0.0 0.0 -0.1 0.182
```
Positions in Å, forces in eV/Å.

=====

Computed energy above the lowest of the compared OMol25 structures with the same formula, charge and spin (kJ/mol) in order:
269.9 404.1 256.1 267.2